Molecular formula: C16H24INO3PS
Method: DFT, ωB97M-V/def2-TZVPD

As for the calculated total energy: -52839.523 eV. The charge is -1. The molar mass is 468.3 g mol⁻¹. The value obtained for the gap between HOMO and LUMO is 7.88 eV. The calculation puts the HOMO energy at -5.30 eV. Its LUMO energy is 0.095 Ha.

Element x y z (Å)
1 C 0.3348 4.4377 0.9482
2 C 0.7778 2.9961 1.1946
3 O 0.1390 2.1791 0.2504
4 P 0.1617 0.4591 0.3646
5 C 1.4543 0.3849 -1.0390
6 C 1.5181 -0.9388 -1.8020
7 C 2.0553 -2.1118 -1.0242
8 C 1.2112 -3.1757 -0.6974
9 C 1.6655 -4.2933 -0.0040
10 C 2.9991 -4.3660 0.3815
11 C 3.8445 -3.3134 0.0618
12 C 3.3870 -2.1990 -0.6309
13 C -1.2920 0.3878 -0.8944
14 S -2.2769 1.9340 -1.0165
15 C -3.6882 1.4098 -2.0419
16 C -5.0468 1.3799 -1.3175
17 C -1.0417 0.5394 1.9106
18 C -1.7176 -0.7425 2.1568
19 O -1.2053 -1.7028 2.5801
20 I -3.8744 -0.9374 1.7514
21 O 1.5758 0.5364 1.5812
22 C 1.9166 -0.5202 2.1765
23 N 2.2710 -1.4811 2.7093
24 H 0.5084 4.6998 -0.0890
25 H 0.9154 5.0951 1.5925
26 H -0.7228 4.5358 1.1725
27 H 0.5005 2.7476 2.2183
28 H 1.8609 2.9682 1.0866
29 H 0.1441 -0.9624 0.5043
30 H 2.4509 0.5794 -0.6495
31 H 1.2302 1.1991 -1.7234
32 H 0.5641 -1.2258 -2.2353
33 H 2.1920 -0.7911 -2.6499
34 H 0.1746 -3.1262 -0.9956
35 H 0.9554 -5.0708 0.2246
36 H 3.3390 -5.2332 0.9242
37 H 4.8851 -3.3651 0.3505
38 H 4.0700 -1.3947 -0.8647
39 H -0.9065 0.2405 -1.8976
40 H -1.9661 -0.4386 -0.6852
41 H -3.7470 2.0390 -2.9239
42 H -3.4610 0.4125 -2.4063
43 H -4.8856 1.5427 -0.2610
44 H -5.6838 2.1844 -1.6802
45 H -5.5528 0.4352 -1.4687
46 H -1.7323 1.3744 1.8570
47 H -0.4420 0.6714 2.8060